C19H29NO2S2Se2V as an isolated structure. Source: OMol25; level of theory: ωB97M-V/def2-TZVPD.

Geometry as XYZ:
```
56
Properties=species:S:1:pos:R:3:mulliken_spin:R:1
Se 0.024 -1.514 2.947 -0.028
Se 2.960 -1.368 0.962 -0.026
V 0.327 -0.959 0.457 1.710
S 0.270 -2.963 0.087 -0.632
S -2.756 -1.446 -0.004 0.001
O -1.617 -0.440 0.363 -0.001
O 0.362 -0.540 -1.616 -0.022
N 0.670 1.268 0.644 -0.042
C -4.195 -0.547 0.521 0.000
C -2.911 -2.708 -3.774 0.000
C 1.504 2.056 -0.068 0.001
C -2.764 -2.651 -2.393 -0.013
C 1.558 3.428 0.148 -0.001
C 2.307 1.462 -1.192 0.005
C -3.351 -0.332 -3.831 -0.001
C -0.152 3.216 1.788 0.000
C 3.982 0.240 1.370 0.001
C 1.587 -2.653 3.210 -0.014
C -2.918 -1.427 -1.754 0.012
C 1.515 1.431 -2.503 0.003
C 0.577 -0.050 4.109 0.007
C 2.875 -1.955 2.836 0.006
C 0.192 0.714 -2.327 0.003
C 0.739 4.019 1.091 0.001
C -3.202 -1.555 -4.484 0.000
C -0.155 1.864 1.526 0.021
C -3.211 -0.261 -2.458 0.000
H -5.064 -1.144 0.247 0.000
H 3.348 0.992 1.834 0.000
H -3.324 -1.605 -5.558 0.000
H 3.733 -2.605 3.001 0.000
H 0.780 5.086 1.265 0.000
H -3.334 0.682 -1.941 0.000
H -4.232 0.428 0.043 0.000
H -0.866 1.216 2.016 -0.003
H -3.592 0.556 -4.400 0.000
H 2.116 0.939 -3.271 0.000
H -2.540 -3.543 -1.823 0.001
H 4.778 -0.061 2.048 -0.002
H -0.296 0.501 -3.276 0.002
H 3.015 -1.055 3.432 0.001
H -2.806 -3.654 -4.288 0.000
H 1.314 2.441 -2.866 -0.001
H 2.594 0.442 -0.951 0.003
H 4.426 0.620 0.456 0.000
H -0.295 0.569 4.295 0.001
H -0.838 3.624 2.517 0.000
H 0.904 -0.489 5.049 -0.002
H -0.503 1.280 -1.710 -0.001
H 1.367 0.544 3.659 -0.001
H 1.598 -2.927 4.265 0.001
H 3.226 2.033 -1.323 0.000
H 0.777 -1.212 -2.171 0.006
H 1.393 -3.552 2.629 0.007
H -4.139 -0.452 1.604 0.000
H 2.245 4.021 -0.441 0.000
```

The calculation puts the energy relative to the best compared isomer or geometry (same formula, charge and spin) at 0.000 eV. The calculation puts the total energy at -203796.86066 eV. The calculation puts the orbital gap (spin up / spin down) at 7.832 / 9.054 eV. As for the spin multiplicity: 2. Its charge is +2.


An isolated ion of composition C5H8F3N2O2S and charge +1. Source: OMol25; level of theory: ωB97M-V/def2-TZVPD.

Geometry as XYZ:
```
21
Properties=species:S:1:pos:R:3:mulliken_spin:R:1
S -0.120 -0.894 -1.220 0.034
F 2.433 -0.128 0.548 0.002
F 1.102 -1.675 1.374 0.002
F 1.255 0.311 2.267 0.000
O -0.660 0.117 -2.088 0.011
O -0.933 -2.007 -0.816 0.011
N -1.317 -0.246 1.097 0.596
N -1.416 1.945 0.738 0.622
C 1.527 -1.411 -1.830 0.010
C 0.024 0.104 0.362 -0.016
C 1.267 -0.336 1.144 0.018
C -0.123 1.598 0.117 -0.013
C -2.042 0.874 1.196 0.658
H 2.014 -1.830 -1.008 0.000
H 1.930 -0.504 -2.124 0.001
H 1.122 -2.250 -2.526 0.002
H 0.860 2.070 0.479 0.052
H -2.940 0.651 1.694 0.022
H -1.614 -1.166 0.915 -0.019
H -2.027 2.729 0.595 -0.036
H -0.339 2.046 -0.911 0.041
```

The calculation puts the total energy at -31364.77975 eV. The calculation puts the orbital gap (spin up / spin down) at 7.790 / 6.891 eV. As for the spin multiplicity: 3. Its charge is +1.


A 2-piece molecular cluster, C9H11F2N3O overall. Source: OMol25; level of theory: ωB97M-V/def2-TZVPD.

Geometry as XYZ:
```
26
Properties=species:S:1:pos:R:3:nbo_charge:R:1
F 2.187 2.575 -0.733 -0.342
F 1.989 3.025 1.469 -0.345
O -1.537 -3.666 1.377 -0.581
N -1.490 3.134 -2.188 -0.429
N -0.889 1.533 -0.774 -0.391
N 0.114 -2.138 2.179 -0.640
C -1.474 -1.332 0.706 -0.512
C 2.196 2.057 0.543 0.546
C -1.155 1.943 -2.866 -0.092
C 0.586 -0.785 1.729 -0.197
C -0.492 1.004 0.449 0.062
C -0.819 1.007 -2.006 -0.096
C -1.315 2.861 -0.939 0.182
C -0.968 -2.599 1.408 0.695
C -0.313 -0.490 0.571 -0.316
H 2.987 1.462 0.820 0.114
H -0.582 1.578 1.358 0.205
H -2.273 -0.881 1.281 0.234
H -0.533 -0.060 -2.144 0.219
H -1.746 -1.712 -0.225 0.234
H -1.331 3.578 -0.095 0.208
H 0.572 -2.811 2.727 0.407
H 0.325 -0.123 2.545 0.195
H 0.131 -0.713 -0.381 0.211
H 1.652 -0.673 1.329 0.212
H -1.004 1.880 -3.949 0.217
```

The calculation puts the energy relative to the best compared isomer or geometry (same formula, charge and spin) at 3.396 eV. The calculation puts the total energy at -21460.08615 eV. The calculation puts the orbital gap (spin up / spin down) at 7.542 / 9.049 eV.


A 10-piece molecular cluster, H20O10 overall. Source: OMol25; level of theory: ωB97M-V/def2-TZVPD.

Geometry as XYZ:
```
30
Properties=species:S:1:pos:R:3:nbo_charge:R:1
O 0.035 -2.377 2.629 -0.932
O -1.663 4.212 1.579 -0.953
O 4.901 -0.318 0.222 -0.934
O -4.866 0.851 -0.443 -0.940
O 0.347 -3.061 -0.771 -0.934
O -4.403 -1.835 -0.613 -0.928
O 3.138 1.857 -0.289 -0.885
O 0.080 2.135 -1.251 -0.925
O 0.338 -0.077 0.095 -0.930
O 1.292 0.085 -1.951 -0.915
H 0.661 -0.734 -1.918 0.478
H 1.204 -3.035 -1.215 0.466
H -0.661 -2.803 3.038 0.462
H -0.786 1.583 -1.282 0.457
H -4.817 -2.597 -0.351 0.464
H -0.288 0.372 0.670 0.473
H 2.958 1.328 0.545 0.432
H -1.681 5.028 1.014 0.479
H 0.159 -4.037 -0.730 0.468
H 0.261 2.237 -2.177 0.468
H 3.640 1.203 -0.808 0.465
H -3.510 -2.010 -0.221 0.466
H 1.212 0.313 0.371 0.449
H -4.242 0.265 -0.862 0.475
H 0.810 -3.024 2.586 0.471
H 1.896 -0.191 -1.228 0.437
H -0.826 4.161 2.047 0.474
H 5.125 -0.959 1.001 0.486
H 4.009 -0.079 0.284 0.441
H -4.323 1.506 0.030 0.463
```

The calculation puts the energy relative to the best compared isomer or geometry (same formula, charge and spin) at 6.189 eV. The calculation puts the total energy at -20796.42343 eV. The calculation puts the orbital gap at 9.444 eV. The SMILES is O.O.O.O.O.O.O.O.O.O.


An isolated molecule of C5H2N2O. Source: OMol25; level of theory: ωB97M-V/def2-TZVPD.

Geometry as XYZ:
```
10
Properties=species:S:1:pos:R:3:nbo_charge:R:1
O -0.279 -1.471 1.607 -0.444
N 2.248 1.784 1.999 -0.218
N 0.055 1.092 -0.610 -0.326
C 1.461 1.228 1.404 0.224
C -0.068 -0.897 0.542 0.524
C -0.693 -1.135 -0.819 -0.320
C -0.677 0.108 -1.303 0.023
C 0.697 0.482 0.433 0.076
H -1.278 -1.819 -1.189 0.230
H -1.467 0.627 -2.065 0.231
```

The calculation puts the energy relative to the best compared isomer or geometry (same formula, charge and spin) at 1.406 eV. The calculation puts the total energy at -10241.32804 eV. The calculation puts the orbital gap at 8.151 eV. The SMILES is N#CC1=NC=CC1=O.


What did the third record say?
A 2-piece molecular cluster, C9H11F2N3O overall. Source: OMol25; level of theory: ωB97M-V/def2-TZVPD.

Geometry as XYZ:
```
26
Properties=species:S:1:pos:R:3:nbo_charge:R:1
F 2.187 2.575 -0.733 -0.342
F 1.989 3.025 1.469 -0.345
O -1.537 -3.666 1.377 -0.581
N -1.490 3.134 -2.188 -0.429
N -0.889 1.533 -0.774 -0.391
N 0.114 -2.138 2.179 -0.640
C -1.474 -1.332 0.706 -0.512
C 2.196 2.057 0.543 0.546
C -1.155 1.943 -2.866 -0.092
C 0.586 -0.785 1.729 -0.197
C -0.492 1.004 0.449 0.062
C -0.819 1.007 -2.006 -0.096
C -1.315 2.861 -0.939 0.182
C -0.968 -2.599 1.408 0.695
C -0.313 -0.490 0.571 -0.316
H 2.987 1.462 0.820 0.114
H -0.582 1.578 1.358 0.205
H -2.273 -0.881 1.281 0.234
H -0.533 -0.060 -2.144 0.219
H -1.746 -1.712 -0.225 0.234
H -1.331 3.578 -0.095 0.208
H 0.572 -2.811 2.727 0.407
H 0.325 -0.123 2.545 0.195
H 0.131 -0.713 -0.381 0.211
H 1.652 -0.673 1.329 0.212
H -1.004 1.880 -3.949 0.217
```

The calculation puts the energy relative to the best compared isomer or geometry (same formula, charge and spin) at 3.396 eV. The calculation puts the total energy at -21460.08615 eV. The calculation puts the orbital gap (spin up / spin down) at 7.542 / 9.049 eV.